(1)
{"formula": "C24H26N2O5S2", "method": "the ωB97M-V functional and the def2-TZVPD basis", "max_force_ev_per_a": 1.1, "smiles": "COc1ccc(C2N(S(=O)(=O)c3ccc(C)cc3)CCN2S(=O)(=O)c2ccc(C)cc2)cc1", "lumo_energy_ev": 0.450, "relative_energy_kcal_mol": 20.84, "charge": 0, "homo_energy_ev": -8.55, "homo_lumo_gap_ev": 9.00, "elements": ["C", "O", "C", "C", "C", "C", "C", "N", "S", "O", "O", "C", "C", "C", "C", "C", "C", "C", "C", "C", "N", "S", "O", "O", "C", "C", "C", "C", "C", "C", "C", "C", "C", "H", "H", "H", "H", "H", "H", "H", "H", "H", "H", "H", "H", "H", "H", "H", "H", "H", "H", "H", "H", "H", "H", "H", "H", "H", "H"], "xyz": [[6.21255, 1.11697, -2.19505], [5.30746, 2.18164, -2.03425], [4.02374, 1.89978, -1.68070], [3.52014, 0.62432, -1.45591], [2.18976, 0.45742, -1.10125], [1.35224, 1.54817, -0.95828], [-0.10488, 1.41704, -0.57367], [-0.94304, 1.99176, -1.60046], [-2.20379, 2.96884, -1.06581], [-1.57970, 4.03347, -0.33918], [-2.96646, 3.28517, -2.23939], [-3.20877, 2.00024, 0.04466], [-4.15921, 1.14516, -0.48071], [-4.91643, 0.37009, 0.37639], [-4.72915, 0.44665, 1.75321], [-5.50593, -0.44357, 2.67044], [-3.79194, 1.33961, 2.25805], [-3.02730, 2.11719, 1.40744], [-1.27502, 0.91737, -2.50674], [-1.28075, -0.35247, -1.63434], [-0.52662, 0.02885, -0.45343], [-1.01069, -0.56222, 1.02950], [-2.30758, -1.16988, 0.91232], [-0.80054, 0.44663, 2.02438], [0.21335, -1.84349, 1.23973], [-0.07212, -3.14137, 0.86505], [0.91402, -4.10731, 0.96382], [2.18429, -3.77992, 1.42905], [3.24075, -4.83321, 1.55477], [2.44823, -2.46403, 1.79855], [1.46661, -1.49382, 1.70399], [1.85677, 2.82648, -1.18284], [3.17412, 3.00125, -1.54131], [6.34544, 0.55717, -1.26349], [5.89313, 0.43285, -2.98790], [7.15923, 1.57552, -2.47647], [4.14594, -0.24884, -1.55439], [1.80583, -0.53703, -0.92847], [-0.27757, 1.93780, 0.37456], [-4.30573, 1.11220, -1.54946], [-5.65337, -0.31024, -0.02447], [-4.98130, -1.39469, 2.76018], [-6.50084, -0.64016, 2.27753], [-5.59168, -0.00668, 3.66203], [-3.64296, 1.41508, 3.32431], [-2.29801, 2.81581, 1.78426], [-2.22805, 1.13926, -2.98226], [-0.49453, 0.85402, -3.27118], [-0.78938, -1.19116, -2.13648], [-2.28688, -0.65543, -1.33067], [-1.06398, -3.37409, 0.51163], [0.69867, -5.12605, 0.67675], [3.16077, -5.31964, 2.52708], [4.23454, -4.39997, 1.47708], [3.12326, -5.59589, 0.78897], [3.43020, -2.19919, 2.16170], [1.64898, -0.46972, 1.98708], [1.19458, 3.67201, -1.07597], [3.57960, 3.98424, -1.71998]], "lowdin_charge": [-0.09, -0.08, -0.28, -0.01, -0.02, -0.16, -0.30, -0.16, 0.69, -0.27, -0.28, -0.27, -0.06, -0.03, -0.27, -0.04, -0.03, -0.07, -0.13, -0.13, -0.17, 0.70, -0.27, -0.26, -0.27, -0.05, -0.03, -0.27, -0.05, -0.03, -0.06, -0.01, 0.01, 0.09, 0.09, 0.09, 0.10, 0.11, 0.14, 0.12, 0.12, 0.09, 0.08, 0.08, 0.12, 0.12, 0.11, 0.13, 0.12, 0.10, 0.11, 0.12, 0.09, 0.08, 0.08, 0.12, 0.12, 0.12, 0.12]}

(2)
{"formula": "C24H26N2O6PPt", "method": "the ωB97M-V functional and the def2-TZVPD basis", "max_force_ev_per_a": 4.1, "lumo_energy_ev": [1.345, 1.344], "relative_energy_kcal_mol": 103.89, "charge": -1, "homo_energy_ev": [-4.47, -4.46], "homo_lumo_gap_ev": [5.81, 5.81], "elements": ["Pt", "C", "C", "N", "C", "C", "N", "C", "O", "O", "C", "O", "O", "H", "H", "H", "H", "H", "O", "C", "O", "C", "P", "C", "C", "C", "C", "C", "C", "C", "C", "C", "C", "C", "C", "H", "H", "H", "H", "H", "H", "H", "H", "H", "H", "H", "H", "C", "C", "C", "C", "H", "H", "H", "H", "H", "H", "H", "H", "H"], "xyz": [[0.14839, 0.11865, -0.37930], [-0.64288, -2.28002, -4.02426], [-1.57931, -1.30552, -3.40350], [-1.34788, -0.41347, -2.45482], [-2.49407, 0.31873, -2.32312], [-3.45222, -0.14497, -3.18329], [-2.85312, -1.17751, -3.85226], [-4.84691, 0.23650, -3.47243], [-5.28697, 1.29332, -2.84217], [-5.50850, -0.41532, -4.26071], [-2.50669, 1.53300, -1.45617], [-3.55526, 2.22740, -1.44363], [-1.44649, 1.79507, -0.84054], [0.24708, -2.37829, -3.41066], [-0.35022, -1.92572, -5.01575], [-1.11611, -3.25738, -4.13517], [-3.31506, -1.69978, -4.57860], [-4.54121, 1.71220, -2.24466], [2.86371, -2.64600, -2.42447], [2.30612, -1.95321, -1.57290], [1.07492, -1.62386, -1.56459], [3.15310, -1.45214, -0.36967], [2.17386, -0.32622, 0.69885], [2.78112, 1.37788, 0.01492], [2.44061, 1.79133, -1.27309], [2.76781, 3.07142, -1.69244], [3.41786, 3.94921, -0.83415], [3.75998, 3.53830, 0.44305], [3.44071, 2.25396, 0.86561], [1.34226, -1.59979, 1.84849], [0.29573, -2.40444, 1.40358], [-0.35018, -3.24842, 2.29349], [0.00308, -3.25910, 3.63770], [1.02333, -2.43625, 4.08779], [1.69637, -1.61569, 3.19259], [4.04021, -0.94372, -0.74628], [3.47562, -2.32816, 0.19457], [1.95114, 1.10991, -1.95575], [2.49930, 3.38965, -2.69145], [3.65117, 4.95406, -1.16380], [4.26368, 4.22186, 1.11557], [3.69954, 1.93140, 1.86680], [-0.00165, -2.37376, 0.36507], [-1.14868, -3.88753, 1.93864], [-0.52841, -3.89693, 4.33308], [1.28357, -2.42310, 5.13910], [2.49794, -0.97501, 3.53941], [-2.44636, 0.67303, 1.90710], [-1.01071, 0.60601, 2.42246], [-0.85992, 1.35413, 3.75192], [-0.02337, 1.18073, 1.40661], [-3.14928, 0.27274, 2.64230], [-2.53362, 0.08858, 0.98951], [-2.72854, 1.70064, 1.67066], [-0.77309, -0.44095, 2.62385], [-1.03512, 2.42520, 3.62113], [0.15221, 1.22169, 4.14268], [-1.56884, 0.97211, 4.49103], [0.93437, 1.36607, 1.91596], [-0.38410, 2.14746, 1.04609]], "lowdin_charge": [0.86, 0.00, -0.33, 0.11, -0.14, -0.09, 0.17, -0.52, 0.11, 0.06, -0.56, 0.04, -0.09, 0.05, 0.08, 0.08, 0.16, 0.02, -0.01, -0.72, -0.23, -0.24, 1.02, -0.33, -0.10, -0.07, -0.09, -0.10, -0.12, -0.33, -0.10, -0.07, -0.09, -0.09, -0.11, 0.08, 0.08, 0.10, 0.11, 0.10, 0.10, 0.10, 0.08, 0.11, 0.10, 0.10, 0.10, -0.08, -0.49, -0.09, -0.30, 0.07, 0.06, 0.08, 0.09, 0.08, 0.06, 0.07, 0.03, 0.06]}